This record from the OMol25 dataset describes a structure of composition BrN2O6V at a distorted geometry. The level of theory is ωB97M-V/def2-TZVPD.

## Properties
HOMO level (alpha / beta) ... -15.995 / -16.174 eV
Molar mass ... 254.9 g mol⁻¹
Spin multiplicity ... 4
Net charge ... +1
HOMO-LUMO gap (alpha / beta) ... 8.19 / 5.26 eV

Geometry as XYZ:
```
10
Properties=species:S:1:pos:R:3:forces:R:3
V -12.628480 25.644060 -24.372570 -0.54 3.95 2.20
N -14.848010 26.904910 -23.654480 -3.02 1.39 0.80
O -14.281560 25.975050 -23.065940 1.72 -3.51 4.17
O -15.803250 27.551010 -23.330970 1.56 -1.28 0.15
O -14.265950 27.011830 -24.714080 2.87 1.96 -6.03
N -10.436980 26.912400 -23.682100 2.89 1.12 3.75
O -11.044250 26.066370 -22.991770 -2.16 -3.03 2.41
O -9.506570 27.546810 -23.233840 -1.86 -1.01 -1.89
O -10.988770 26.947570 -24.764440 -1.81 1.15 -5.36
Br -12.247310 23.320490 -25.277740 0.35 -0.74 -0.20
```
Positions in Å, forces in eV/Å.